Entry 1:
{"formula": "C3H8N3S", "method": "the ωB97M-V functional and the def2-TZVPD basis", "species": ["C", "C", "C", "N", "N", "N", "S", "H", "H", "H", "H", "H", "H", "H", "H"], "coordinates": [[-1.7364, 0.4648, -1.7262], [0.8880, 1.1966, -0.2624], [0.4705, -1.5173, 0.0920], [-1.6222, 1.2081, -2.6133], [0.6156, 0.4601, 1.1421], [-0.0274, -0.5834, 0.8150], [0.6643, 2.9177, 0.6083], [0.2806, 1.2027, 1.9083], [1.8832, 1.0279, -0.5393], [-0.0502, -2.4356, -0.1559], [-1.7460, 1.8672, -3.3320], [1.3657, -1.3196, -0.3425], [0.0246, 0.7792, -0.8041], [-0.9274, -0.8380, 1.1502], [-0.4956, 3.2331, 0.0796]], "nbo_charge": [0.2455, -0.3173, 0.0004, -0.6689, -0.4418, -0.1968, -0.0128, 0.4511, 0.2283, 0.2417, 0.4610, 0.2014, 0.2291, 0.4333, 0.1458], "lumo_ev": -4.56, "e_above_lowest_ev": 5.0983, "total_charge": 1, "spin_multiplicity": 1, "gap_ev": 8.757}

=====

Entry 2:
{"formula": "C19H27CuN4SeSi", "method": "the ωB97M-V functional and the def2-TZVPD basis", "species": ["Cu", "N", "C", "C", "N", "H", "H", "H", "H", "H", "H", "H", "H", "C", "N", "C", "C", "N", "C", "C", "Se", "H", "H", "H", "H", "H", "H", "H", "H", "C", "C", "C", "C", "C", "C", "Si", "C", "C", "C", "C", "C", "C", "H", "H", "H", "H", "H", "H", "H", "H", "H", "H", "H"], "coordinates": [[-0.3358, -0.3767, 1.5651], [-2.3977, -0.3479, 2.2422], [-2.6659, -1.4768, 3.1482], [-1.4077, -2.3149, 3.3576], [-0.7074, -2.4630, 2.0755], [-2.7823, 0.5167, 2.5947], [-2.8086, -0.5264, 1.3266], [-3.4625, -2.1053, 2.7449], [-3.0007, -1.1013, 4.1153], [-1.6856, -3.2742, 3.8057], [-0.7318, -1.8048, 4.0473], [-1.3141, -2.9313, 1.4050], [0.1432, -3.0018, 2.1805], [-1.7403, 0.0884, -1.7731], [-1.1141, -1.2225, -1.7656], [0.1447, -1.4943, -2.2605], [0.3579, -2.8118, -2.0839], [-0.7751, -3.3322, -1.4804], [-0.9547, -4.7251, -1.1223], [-1.6817, -2.3484, -1.2826], [-3.3488, -2.4986, -0.4804], [-1.2701, 0.6857, -2.5502], [-1.5889, 0.5801, -0.8083], [-2.8039, -0.0291, -1.9664], [0.7710, -0.7232, -2.6740], [1.2041, -3.4259, -2.3318], [-0.7005, -5.3547, -1.9731], [-1.9966, -4.8747, -0.8521], [-0.3188, -4.9873, -0.2759], [2.7559, 0.4653, -3.5209], [3.2543, -0.3618, -2.5211], [2.8564, -0.1799, -1.2038], [1.9633, 0.8315, -0.8359], [1.4943, 1.6647, -1.8557], [1.8744, 1.4834, -3.1812], [1.3630, 0.9869, 0.9729], [1.0444, 2.8479, 1.1903], [-0.2169, 3.3858, 0.9202], [-0.4735, 4.7455, 1.0334], [0.5336, 5.6056, 1.4486], [1.7908, 5.0953, 1.7391], [2.0396, 3.7357, 1.6050], [3.0619, 0.3267, -4.5500], [3.9568, -1.1485, -2.7702], [3.2588, -0.8360, -0.4385], [0.8160, 2.4809, -1.6132], [1.4898, 2.1456, -3.9474], [2.6463, 0.7729, 1.7236], [-1.0268, 2.7204, 0.6269], [-1.4602, 5.1329, 0.8101], [0.3388, 6.6662, 1.5475], [2.5811, 5.7594, 2.0675], [3.0308, 3.3551, 1.8247]], "nbo_charge": [0.5145, -0.9158, -0.2365, -0.2307, -0.9002, 0.3876, 0.4079, 0.2014, 0.2028, 0.1855, 0.1967, 0.3929, 0.3834, -0.4093, -0.3661, -0.0470, -0.0875, -0.3701, -0.4146, 0.2610, -0.3983, 0.2226, 0.2189, 0.2359, 0.2688, 0.2300, 0.2133, 0.2533, 0.2019, -0.2486, -0.2312, -0.2465, -0.3107, -0.2699, -0.2225, 0.5207, -0.4396, -0.2267, -0.2120, -0.2239, -0.2350, -0.1449, 0.2133, 0.2093, 0.2088, 0.2162, 0.2108, -0.1873, 0.1969, 0.2039, 0.2077, 0.2069, 0.2016], "lumo_ev": 0.43, "e_above_lowest_ev": 0.0000, "spin_multiplicity": 1, "gap_ev": 7.614}

=====

Copy entry 1 word for word.
{"formula": "C3H8N3S", "method": "the ωB97M-V functional and the def2-TZVPD basis", "species": ["C", "C", "C", "N", "N", "N", "S", "H", "H", "H", "H", "H", "H", "H", "H"], "coordinates": [[-1.7364, 0.4648, -1.7262], [0.8880, 1.1966, -0.2624], [0.4705, -1.5173, 0.0920], [-1.6222, 1.2081, -2.6133], [0.6156, 0.4601, 1.1421], [-0.0274, -0.5834, 0.8150], [0.6643, 2.9177, 0.6083], [0.2806, 1.2027, 1.9083], [1.8832, 1.0279, -0.5393], [-0.0502, -2.4356, -0.1559], [-1.7460, 1.8672, -3.3320], [1.3657, -1.3196, -0.3425], [0.0246, 0.7792, -0.8041], [-0.9274, -0.8380, 1.1502], [-0.4956, 3.2331, 0.0796]], "nbo_charge": [0.2455, -0.3173, 0.0004, -0.6689, -0.4418, -0.1968, -0.0128, 0.4511, 0.2283, 0.2417, 0.4610, 0.2014, 0.2291, 0.4333, 0.1458], "lumo_ev": -4.56, "e_above_lowest_ev": 5.0983, "total_charge": 1, "spin_multiplicity": 1, "gap_ev": 8.757}

=====

Number 2 is which compound? C19H27CuN4SeSi